Here is C18H19F3S in the gas phase in a non-equilibrium geometry from the Open Molecules 2025 dataset. Energies are from wB97M-V/def2-TZVPD.

Each line ends with the natural charge from an NBO analysis.
Element x y z (Å)
C -1.886 1.922 -4.375  -0.633
C -0.985 1.074 -3.518  0.020
C -1.504 -0.061 -2.904  -0.256
C -0.744 -0.840 -2.051  0.125
C -1.353 -2.109 -1.540  -0.654
C 0.594 -0.464 -1.758  -0.145
C 1.344 -1.107 -0.642  -0.105
C 2.803 -1.510 -0.814  -0.675
S 1.493 0.378 0.943  0.042
C 0.774 0.280 2.462  -0.207
C 0.943 -0.700 3.486  -0.216
C 0.060 -0.795 4.551  -0.193
C -1.022 0.092 4.627  -0.151
C -2.241 -0.208 5.465  0.976
F -2.886 0.924 5.883  -0.331
F -1.966 -0.933 6.588  -0.329
F -3.165 -0.930 4.760  -0.328
C -1.034 1.247 3.822  -0.183
C -0.145 1.322 2.769  -0.201
C 1.168 0.615 -2.476  0.041
C 2.598 1.032 -2.387  -0.643
C 0.356 1.380 -3.296  -0.221
H -1.355 2.789 -4.788  0.216
H -2.313 1.350 -5.213  0.222
H -2.748 2.317 -3.812  0.225
H -2.523 -0.379 -3.140  0.206
H -2.408 -2.154 -1.833  0.218
H -0.876 -2.996 -1.986  0.222
H -1.309 -2.224 -0.451  0.219
H 0.751 -1.623 0.126  0.241
H 3.021 -2.465 -0.364  0.229
H 3.237 -1.497 -1.834  0.224
H 3.402 -0.809 -0.230  0.248
H 1.816 -1.362 3.413  0.225
H 0.171 -1.525 5.360  0.237
H -1.724 2.044 4.050  0.235
H -0.116 2.193 2.115  0.228
H 2.761 1.917 -3.011  0.218
H 2.931 1.301 -1.380  0.234
H 3.295 0.287 -2.781  0.217
H 0.784 2.224 -3.836  0.205

Forces on atoms 1 to 6 (eV/Å):
C -0.20 0.33 -0.29
C -0.12 0.01 0.28
C -0.01 -0.07 -0.35
C 0.59 0.09 0.23
C -0.28 -0.51 0.21
C -0.06 0.31 0.08

Output
- Kohn-Sham gap (eV) = 7.34
- E_LUMO (eV) = -0.58
- SMILES = Cc1cc(C)c([C@@H](C)Sc2ccc(C(F)(F)F)cc2)c(C)c1
- E_HOMO (eV) = -7.919